Density functional theory data (ωB97M-V/def2-TZVPD) for a cluster of 6 separate species, C28H42BrN2O15PS in total.

## Properties
SMILES: C#Cc1cnc2cc([PH2]=S)cc([C@@H](Br)CC)c2n1.COC(=O)OC.COC(=O)OC.COC(=O)OC.COC(=O)OC.COC(=O)OC
Gap between HOMO and LUMO: 7.7 eV
Strongest force on any atom: 0.944 eV/A
2S+1: 1

Geometry as XYZ:
```
90
Properties=species:S:1:pos:R:3:forces:R:3
C 4.691 3.662 1.066 0.192 -0.014 -0.106
C 4.507 2.597 0.548 -0.490 -0.004 0.464
C 4.091 1.261 0.219 0.097 0.078 -0.313
C 4.997 0.184 0.443 0.078 -0.041 0.030
N 4.684 -1.053 0.216 -0.107 0.033 -0.022
C 3.424 -1.280 -0.257 0.039 0.057 0.037
C 3.019 -2.602 -0.500 -0.010 -0.263 -0.061
C 1.761 -2.849 -0.973 -0.104 0.167 0.126
P 1.258 -4.552 -1.284 0.697 -0.512 -0.378
S 2.629 -5.698 -2.049 -0.158 0.103 0.084
C 0.871 -1.784 -1.236 0.048 -0.004 0.113
C 1.232 -0.485 -1.016 -0.139 0.006 -0.169
C 0.311 0.692 -1.214 0.174 -0.270 0.314
Br -0.901 0.375 -2.717 -0.076 0.229 0.001
C -0.425 1.015 0.098 -0.456 0.136 -0.279
C -1.735 0.260 0.303 0.109 0.024 0.278
C 2.531 -0.218 -0.504 0.090 0.056 0.039
N 2.890 1.072 -0.257 0.041 -0.096 -0.006
H 4.889 4.593 1.539 0.077 0.122 -0.062
H 5.987 0.404 0.822 0.100 -0.023 0.044
H 3.717 -3.409 -0.327 0.105 -0.023 0.003
H 0.106 -4.386 -2.067 -0.175 0.062 0.149
H 0.776 -5.039 -0.060 -0.272 0.190 0.042
H -0.113 -2.000 -1.625 -0.096 -0.003 -0.081
H 0.904 1.543 -1.518 0.027 0.094 -0.070
H -0.618 2.086 0.130 -0.033 0.096 0.028
H 0.249 0.797 0.923 0.237 -0.009 -0.013
H -2.566 0.789 -0.150 -0.083 -0.036 -0.175
H -1.695 -0.748 -0.103 -0.022 -0.132 -0.023
H -1.951 0.171 1.365 -0.030 0.021 0.091
C -4.373 -3.166 -2.051 0.044 0.110 -0.181
O -4.617 -4.412 -1.393 -0.047 0.008 0.032
C -4.141 -4.472 -0.151 -0.012 -0.080 -0.083
O -3.517 -3.604 0.405 0.021 0.069 0.054
O -4.467 -5.652 0.367 -0.013 -0.028 0.004
C -4.005 -5.851 1.706 0.029 -0.089 0.225
H -4.776 -3.264 -3.054 -0.031 -0.097 0.025
H -4.874 -2.351 -1.532 0.047 0.005 0.060
H -3.304 -2.966 -2.104 0.000 0.048 0.047
H -4.432 -5.107 2.377 0.044 0.044 -0.013
H -2.919 -5.808 1.748 0.003 0.080 -0.010
H -4.340 -6.839 2.006 -0.064 -0.016 -0.126
C 0.786 -0.342 -6.012 0.134 0.039 0.134
O 0.652 -1.117 -7.207 0.047 0.010 -0.012
C -0.558 -1.063 -7.758 0.034 -0.031 -0.020
O -1.500 -0.446 -7.336 -0.042 0.020 0.023
O -0.548 -1.811 -8.861 0.021 -0.014 -0.009
C -1.794 -1.843 -9.560 -0.062 -0.054 -0.111
H 1.806 -0.486 -5.668 0.018 -0.069 -0.086
H 0.615 0.713 -6.216 -0.091 -0.008 -0.001
H 0.095 -0.686 -5.247 -0.060 0.017 -0.052
H -2.078 -0.844 -9.885 -0.024 0.018 0.052
H -2.577 -2.261 -8.930 -0.012 0.050 0.029
H -1.636 -2.481 -10.424 0.060 -0.009 0.019
C 10.741 4.826 3.531 0.090 0.042 0.103
O 10.583 3.946 2.416 0.013 -0.015 -0.011
C 9.394 4.019 1.824 0.050 -0.038 -0.002
O 8.487 4.742 2.149 -0.047 0.031 0.018
O 9.377 3.156 0.809 0.016 0.012 0.015
C 8.148 3.149 0.080 -0.101 -0.118 -0.233
H 11.746 4.656 3.906 0.008 -0.044 -0.047
H 10.633 5.863 3.219 -0.059 0.000 -0.001
H 10.013 4.597 4.307 -0.045 0.029 -0.025
H 7.960 4.124 -0.367 -0.026 0.028 0.064
H 7.315 2.875 0.721 0.013 0.076 0.076
H 8.262 2.406 -0.705 0.116 -0.007 0.029
C -1.131 5.568 -0.193 0.185 -0.033 -0.163
O -2.095 6.356 0.508 0.016 0.009 -0.001
C -2.960 5.639 1.225 -0.006 0.079 0.015
O -2.978 4.440 1.313 0.007 -0.091 -0.002
O -3.798 6.479 1.828 -0.001 0.029 -0.007
C -4.789 5.840 2.638 -0.109 0.023 0.084
H -0.497 6.265 -0.734 -0.069 0.099 0.047
H -0.523 4.992 0.502 -0.065 -0.051 0.022
H -1.621 4.901 -0.900 -0.021 -0.056 0.057
H -4.321 5.268 3.437 0.013 -0.048 -0.033
H -5.413 5.185 2.034 0.037 -0.046 -0.002
H -5.391 6.639 3.059 0.037 0.043 -0.032
C -5.683 -2.215 3.496 0.040 0.076 -0.219
O -5.726 -3.305 4.422 0.005 -0.036 -0.069
C -5.848 -2.935 5.696 0.005 -0.064 -0.010
O -5.922 -1.805 6.099 -0.006 0.051 0.018
O -5.873 -4.036 6.447 0.005 -0.026 -0.009
C -6.002 -3.786 7.849 -0.008 -0.064 0.125
H -5.577 -2.654 2.508 0.018 -0.100 0.045
H -6.601 -1.633 3.541 0.016 0.028 0.085
H -4.826 -1.575 3.696 -0.035 0.039 0.066
H -6.933 -3.263 8.061 0.019 0.055 -0.014
H -5.161 -3.200 8.213 -0.021 0.053 -0.017
H -6.009 -4.761 8.327 0.006 -0.027 -0.058
```
Positions in Å, forces in eV/Å.

Here are the Mulliken charges for atoms 1 to 4, given in e: -0.3307, -0.7023, 0.8911, -0.5079



Density functional theory data (ωB97M-V/def2-TZVPD) for an isolated molecule of C4H9NO2.

## Properties
SMILES: CCCOC(N)=O
Gap between HOMO and LUMO: 11.4 eV
Strongest force on any atom: 0.487 eV/A
Relative energy (zero: lowest compared OMol25 entry of this formula, charge and spin): 0.1693 eV
2S+1: 1

Geometry as XYZ:
```
16
Properties=species:S:1:pos:R:3:forces:R:3
C 0.722 2.263 0.684 -0.025 0.073 0.020
C 0.628 0.751 0.514 0.076 -0.064 -0.063
C -0.803 0.236 0.497 0.006 0.239 0.057
O -0.814 -1.181 0.270 0.018 -0.045 -0.086
C -0.596 -1.557 -1.010 0.109 0.141 -0.204
O -0.607 -0.815 -1.968 -0.048 -0.260 0.409
N -0.375 -2.908 -1.070 0.122 0.061 -0.017
H 0.258 2.596 1.619 0.046 -0.049 -0.105
H 1.768 2.588 0.697 -0.184 -0.056 0.003
H 0.223 2.780 -0.142 0.051 -0.062 0.113
H 1.091 0.462 -0.432 0.012 0.051 -0.011
H 1.187 0.235 1.303 -0.106 0.067 0.007
H -1.292 0.379 1.465 0.057 -0.063 -0.143
H -1.392 0.731 -0.279 0.078 -0.033 0.070
H 0.059 -3.212 -1.926 -0.107 -0.034 0.032
H -0.054 -3.351 -0.223 -0.106 0.032 -0.081
```
Positions in Å, forces in eV/Å.

Here are the Mulliken charges for atoms 1 to 4, given in e: -1.2596, -0.2075, -0.4754, -0.4078



Density functional theory data (ωB97M-V/def2-TZVPD) for a structure of composition C19H43GeNO6V.

## Properties
Gap between HOMO and LUMO (alpha / beta): 8.9 / 6.7 eV
Net charge: +2
Strongest force on any atom: 0.387 eV/A
2S+1: 4

Geometry as XYZ:
```
71
Properties=species:S:1:pos:R:3:forces:R:3
V -0.256 0.610 0.070 0.022 0.119 0.348
C 0.973 1.822 -3.404 0.048 -0.021 0.000
C 1.622 1.801 -2.032 0.030 -0.009 -0.018
C 3.135 1.766 -2.147 0.010 0.042 0.005
C 1.163 2.980 -1.190 -0.049 -0.048 -0.013
O 1.162 0.553 -1.359 0.157 0.018 -0.076
Ge 2.327 -0.780 -0.669 -0.025 0.186 -0.078
O 0.861 -1.854 -0.730 -0.123 -0.125 -0.051
C 0.938 -3.275 -0.342 0.002 -0.031 0.009
C 2.225 -3.555 0.423 0.002 -0.013 0.003
C -0.262 -3.562 0.543 0.025 -0.009 -0.011
C 0.890 -4.096 -1.623 0.002 0.052 0.030
O 0.931 0.447 1.333 0.173 0.011 0.009
C 1.627 0.735 2.582 -0.047 -0.053 0.078
C 3.065 1.095 2.247 -0.028 0.025 -0.024
C 0.897 1.895 3.237 -0.009 -0.028 0.041
C 1.550 -0.528 3.423 0.006 0.035 0.000
H 1.337 2.679 -3.972 -0.004 0.000 0.009
H 1.230 0.920 -3.963 -0.007 0.000 -0.006
H -0.109 1.922 -3.324 -0.021 -0.009 -0.006
H 3.477 2.659 -2.670 0.007 -0.004 -0.001
H 3.619 1.758 -1.167 0.001 -0.013 0.003
H 3.474 0.904 -2.726 0.010 -0.002 -0.004
H 1.454 3.917 -1.665 0.022 -0.006 0.005
H 0.070 3.008 -1.113 0.047 0.003 -0.056
H 1.611 2.956 -0.194 -0.001 0.003 0.026
H 2.316 -2.908 1.301 0.002 -0.022 -0.033
H 2.219 -4.585 0.778 0.008 0.000 0.001
H 3.112 -3.440 -0.204 0.001 0.006 -0.005
H -0.204 -2.995 1.474 0.009 0.022 -0.001
H -1.197 -3.322 0.030 -0.008 0.006 0.015
H -0.294 -4.621 0.799 -0.012 -0.002 -0.004
H 1.696 -3.806 -2.299 -0.001 -0.008 -0.001
H 1.004 -5.156 -1.401 -0.014 -0.004 0.012
H -0.065 -3.973 -2.139 -0.002 0.005 -0.026
H 3.106 1.923 1.537 0.001 -0.004 0.001
H 3.587 1.407 3.151 -0.004 -0.010 0.005
H 3.605 0.238 1.838 0.005 0.005 -0.020
H 0.899 2.773 2.589 0.018 -0.004 -0.001
H -0.132 1.615 3.466 -0.003 0.033 -0.019
H 1.392 2.164 4.170 0.002 -0.002 0.000
H 2.004 -1.370 2.898 -0.003 0.020 0.031
H 2.086 -0.388 4.361 0.000 0.003 -0.001
H 0.513 -0.770 3.658 -0.021 -0.030 -0.004
N -1.456 -1.497 -2.402 -0.035 -0.022 -0.002
C -1.894 -0.761 -3.543 -0.114 -0.066 -0.024
C -2.998 0.219 -3.115 0.063 -0.007 0.016
C -2.387 1.241 -2.165 0.188 0.035 -0.327
O -2.568 2.422 -2.246 -0.095 -0.002 0.150
O -1.554 0.678 -1.296 -0.376 -0.088 0.002
H -0.486 -1.570 -2.058 0.148 -0.016 -0.001
H -2.155 -1.944 -1.815 -0.035 -0.030 -0.042
H -2.313 -1.481 -4.263 -0.013 0.008 0.011
H -1.041 -0.267 -4.001 0.017 0.006 0.008
H -3.799 -0.324 -2.607 -0.031 0.036 0.005
H -3.431 0.721 -3.977 0.039 0.001 -0.016
C -2.084 3.058 1.112 -0.007 -0.006 0.024
C -2.794 1.771 1.443 -0.011 0.012 0.037
O -1.853 0.661 1.400 0.104 0.009 0.001
C -2.448 -0.629 1.686 -0.050 0.010 0.040
C -2.880 -0.779 3.126 0.002 -0.003 -0.002
H -2.824 3.841 0.949 0.000 0.009 0.036
H -1.526 2.984 0.175 -0.070 0.010 -0.014
H -1.423 3.376 1.917 0.033 -0.036 -0.021
H -3.602 1.555 0.739 0.047 -0.017 -0.039
H -3.204 1.805 2.451 -0.050 0.015 -0.027
H -1.672 -1.356 1.441 -0.001 -0.012 0.013
H -3.289 -0.771 1.001 -0.001 0.014 -0.015
H -2.050 -0.595 3.808 0.018 0.012 0.001
H -3.227 -1.801 3.281 0.004 -0.001 0.009
H -3.703 -0.116 3.382 -0.004 -0.012 0.003
```
Positions in Å, forces in eV/Å.

Here are the Mulliken charges for atoms 1 to 4, given in e: 1.2862, -1.5030, 1.3926, -2.0173



Density functional theory data (ωB97M-V/def2-TZVPD) for a structure of composition C27H28BrCl4IrN5O7PS.

## Properties
Gap between HOMO and LUMO: 7.2 eV
Strongest force on any atom: 0.083 eV/A
Relative energy (zero: lowest compared OMol25 entry of this formula, charge and spin): 0.0000 eV
2S+1: 1

Geometry as XYZ:
```
75
Properties=species:S:1:pos:R:3:forces:R:3
Ir -0.390 -0.363 0.237 -0.021 -0.016 -0.033
Cl 5.943 -0.933 2.597 0.002 0.002 -0.002
C 4.456 -1.230 1.774 -0.001 -0.007 0.009
C 4.287 -2.383 1.019 -0.001 0.004 -0.004
Cl 5.562 -3.537 0.888 0.002 0.000 -0.003
C 3.073 -2.608 0.364 -0.002 -0.006 0.007
Cl 2.815 -4.027 -0.590 0.000 0.001 -0.005
C 2.028 -1.698 0.460 -0.024 0.008 -0.004
O 0.858 -1.905 -0.142 -0.006 -0.040 -0.012
C 2.203 -0.522 1.220 0.007 -0.012 -0.011
O 1.189 0.344 1.303 -0.002 0.010 -0.003
C 3.411 -0.306 1.870 0.000 0.002 -0.003
Cl 3.575 1.142 2.800 0.002 0.003 -0.001
N -0.549 -5.835 -5.469 0.001 0.005 -0.001
C -1.102 -4.958 -4.549 0.011 0.004 0.000
C -2.364 -4.402 -4.769 -0.006 0.008 0.007
C -2.890 -3.484 -3.878 -0.006 0.006 -0.015
C -2.165 -3.127 -2.753 0.026 -0.011 0.045
C -0.903 -3.666 -2.521 -0.036 -0.005 0.001
C -0.375 -4.571 -3.418 0.004 -0.009 -0.005
S -2.843 -1.991 -1.600 -0.009 -0.046 -0.015
O -3.035 -2.644 -0.333 0.040 -0.017 0.036
O -3.969 -1.334 -2.203 0.002 0.012 -0.022
N -1.634 -0.922 -1.338 -0.066 0.041 0.031
C -0.951 -0.295 -2.329 0.051 0.001 -0.010
N -1.233 -0.303 -3.625 0.005 0.004 0.004
C -0.391 0.384 -4.391 -0.004 -0.004 -0.005
C 0.709 1.081 -3.907 0.005 -0.003 -0.006
C 0.926 1.032 -2.541 0.023 -0.039 0.004
N 0.105 0.346 -1.764 -0.013 0.063 0.008
H -1.197 -6.315 -6.071 -0.002 -0.002 0.001
H 0.192 -6.425 -5.130 0.000 -0.001 0.001
H -2.926 -4.683 -5.651 -0.001 0.001 0.002
H -3.857 -3.033 -4.052 0.005 -0.001 -0.002
H -0.319 -3.363 -1.659 0.021 0.023 -0.001
H 0.615 -4.980 -3.249 0.001 0.003 0.005
H -0.611 0.378 -5.453 0.002 0.002 0.000
H 1.368 1.627 -4.564 -0.001 0.000 0.000
H 1.760 1.526 -2.059 -0.005 0.007 0.002
C 0.250 -4.663 2.034 -0.005 0.001 -0.002
C -0.904 -3.836 1.531 -0.011 0.025 0.009
O -1.093 -2.728 2.454 -0.008 -0.006 -0.028
P -1.287 -1.203 2.082 0.031 -0.016 0.006
O -0.807 -0.522 3.436 -0.005 0.012 0.013
C 0.479 -0.842 4.023 -0.008 -0.003 -0.007
C 0.258 -1.456 5.384 0.002 -0.003 -0.001
O -2.829 -0.863 2.115 -0.012 0.003 0.006
C -3.697 -1.372 3.156 -0.002 -0.015 0.007
C -4.545 -2.496 2.610 0.006 0.006 -0.007
H 0.398 -5.522 1.378 0.004 0.001 0.000
H 0.059 -5.025 3.045 0.000 -0.002 -0.002
H 1.170 -4.078 2.034 0.001 0.002 -0.003
H -1.840 -4.393 1.513 -0.008 0.004 0.003
H -0.713 -3.444 0.538 0.002 0.005 0.002
H 1.037 0.091 4.073 -0.002 0.000 -0.002
H 1.024 -1.527 3.372 0.003 -0.001 -0.003
H -0.308 -0.778 6.024 0.000 0.000 0.000
H 1.220 -1.657 5.858 0.000 0.001 0.000
H -0.289 -2.395 5.296 -0.001 0.000 0.000
H -4.304 -0.524 3.470 -0.002 0.001 -0.004
H -3.095 -1.693 4.007 0.001 0.004 -0.001
H -5.099 -2.167 1.733 -0.002 -0.001 0.000
H -5.249 -2.829 3.374 0.002 0.003 0.003
H -3.923 -3.339 2.313 0.002 -0.003 -0.003
Br -0.673 4.951 2.322 0.001 0.004 0.000
C -1.575 3.562 1.426 -0.004 -0.011 0.004
C -2.888 3.716 1.016 0.000 0.002 -0.005
C -3.495 2.655 0.369 0.003 0.000 0.004
C -2.784 1.489 0.156 -0.031 -0.010 0.000
N -1.513 1.360 0.553 0.023 -0.003 0.012
C -0.910 2.377 1.185 0.001 0.011 -0.005
H -3.417 4.641 1.200 0.001 0.001 0.001
H -4.519 2.718 0.030 0.001 0.002 -0.002
H -3.228 0.635 -0.334 0.011 0.004 0.002
H 0.114 2.212 1.496 0.001 -0.010 0.003
```
Positions in Å, forces in eV/Å.

Here are the Mulliken charges for atoms 1 to 4, given in e: 2.2319, -0.2145, 0.2771, 0.4488



> Which formula does entry 2 have?

C4H9NO2